(1)
{"formula": "C22H28N2O3", "method": "wB97M-V/def2-TZVPD", "e_lumo_ev": 0.609, "gap_ha": 0.3454, "homo_energy_ev": -8.8, "smiles": "CC(C)(C)c1ccc(C(=O)N2CCC(C(=O)NCc3ccco3)CC2)cc1", "e_above_lowest_ev": 1.663, "symbols": ["C", "C", "C", "C", "C", "C", "C", "C", "C", "O", "N", "C", "C", "C", "C", "O", "N", "C", "C", "C", "C", "C", "O", "C", "C", "C", "C", "H", "H", "H", "H", "H", "H", "H", "H", "H", "H", "H", "H", "H", "H", "H", "H", "H", "H", "H", "H", "H", "H", "H", "H", "H", "H", "H", "H"], "positions_angstrom": [[3.095, -1.588, -6.725], [2.670, -0.443, -5.795], [1.647, 0.455, -6.507], [3.908, 0.402, -5.481], [2.028, -1.030, -4.548], [2.530, -0.820, -3.269], [1.909, -1.359, -2.156], [0.763, -2.130, -2.291], [0.112, -2.771, -1.108], [0.055, -3.983, -0.982], [-0.400, -1.930, -0.182], [-0.454, -0.488, -0.314], [-1.682, 0.053, 0.410], [-1.590, -0.218, 1.918], [-0.852, 0.920, 2.620], [-0.107, 1.687, 2.049], [-1.054, 0.955, 3.957], [-0.465, 1.982, 4.799], [-1.477, 2.997, 5.216], [-1.965, 4.099, 4.578], [-2.944, 4.654, 5.438], [-2.981, 3.846, 6.530], [-2.101, 2.838, 6.406], [-0.814, -1.525, 2.181], [-0.989, -2.492, 1.019], [0.268, -2.371, -3.566], [0.887, -1.820, -4.671], [3.801, -2.241, -6.217], [2.242, -2.185, -7.035], [3.574, -1.188, -7.616], [2.093, 0.899, -7.394], [0.770, -0.109, -6.813], [1.325, 1.256, -5.844], [4.679, -0.196, -5.001], [4.319, 0.799, -6.407], [3.656, 1.243, -4.839], [3.419, -0.230, -3.117], [2.328, -1.185, -1.175], [-0.497, -0.227, -1.374], [0.438, -0.019, 0.117], [-1.740, 1.129, 0.241], [-2.580, -0.410, -0.002], [-2.600, -0.296, 2.332], [-1.744, 0.354, 4.378], [-0.026, 1.515, 5.685], [0.313, 2.457, 4.198], [-1.658, 4.465, 3.620], [-3.532, 5.531, 5.263], [-3.563, 3.880, 7.429], [0.250, -1.303, 2.293], [-1.156, -1.994, 3.104], [-2.054, -2.704, 0.860], [-0.486, -3.443, 1.214], [-0.608, -2.991, -3.685], [0.469, -2.019, -5.646]], "forces_ev_per_a": [[-0.04, 0.14, 0.10], [0.09, 0.09, -0.17], [0.13, -0.10, 0.08], [-0.21, -0.15, -0.02], [0.04, 0.02, 0.06], [0.04, 0.03, -0.07], [-0.20, -0.14, 0.07], [0.27, -0.07, -0.19], [-0.01, 0.02, 0.02], [-0.02, -0.23, -0.15], [-0.07, -0.04, 0.17], [-0.03, 0.54, -0.18], [0.15, 0.07, 0.05], [0.13, 0.26, -0.15], [-0.54, -0.51, 0.11], [0.28, 0.33, -0.31], [0.01, -0.09, 0.45], [-0.16, 0.04, 0.11], [0.25, 0.50, -0.72], [0.36, -0.53, 0.25], [-0.15, -0.25, 0.48], [-0.44, 0.71, -0.27], [0.24, -0.43, 0.17], [-0.16, -0.11, -0.13], [0.09, -0.36, 0.28], [-0.04, -0.01, 0.13], [-0.03, -0.01, 0.03], [0.08, -0.09, 0.02], [-0.08, -0.09, -0.05], [0.05, 0.04, -0.12], [0.04, 0.05, -0.12], [-0.12, -0.04, -0.05], [-0.06, 0.10, 0.04], [0.12, -0.02, 0.08], [0.03, 0.03, -0.08], [0.03, 0.10, 0.10], [0.11, 0.07, -0.03], [0.02, 0.05, 0.12], [0.03, 0.02, 0.17], [-0.07, 0.02, -0.12], [-0.05, -0.05, -0.05], [-0.02, 0.00, -0.01], [0.05, -0.01, 0.03], [0.01, -0.01, -0.17], [0.06, 0.10, -0.10], [-0.08, -0.06, 0.19], [0.13, 0.03, -0.23], [-0.16, 0.18, 0.04], [-0.03, -0.08, 0.15], [0.04, -0.03, 0.05], [0.07, -0.01, 0.02], [0.06, -0.07, 0.03], [-0.16, 0.13, 0.00], [-0.07, -0.08, -0.02], [-0.03, -0.01, -0.12]]}

=====

(2)
{"formula": "C22H28N2O3S", "method": "wB97M-V/def2-TZVPD", "e_lumo_ev": 0.488, "gap_ha": 0.3483, "homo_energy_ev": -9.0, "smiles": "O=C(NCCc1ccccc1)[C@H]1CC[C@H](CNS(=O)(=O)c2ccccc2)CC1", "e_above_lowest_ev": 0.323, "symbols": ["O", "C", "N", "C", "C", "C", "C", "C", "C", "C", "C", "C", "C", "C", "C", "C", "N", "S", "O", "O", "C", "C", "C", "C", "C", "C", "C", "C", "H", "H", "H", "H", "H", "H", "H", "H", "H", "H", "H", "H", "H", "H", "H", "H", "H", "H", "H", "H", "H", "H", "H", "H", "H", "H", "H", "H"], "positions_angstrom": [[-3.277, -2.720, -0.414], [-2.458, -1.829, -0.329], [-2.767, -0.530, -0.547], [-4.121, -0.088, -0.775], [-4.777, 0.450, 0.507], [-6.196, 0.855, 0.229], [-7.194, -0.109, 0.155], [-8.497, 0.248, -0.137], [-8.820, 1.576, -0.360], [-7.833, 2.543, -0.290], [-6.528, 2.183, 0.001], [-0.989, -2.094, -0.018], [-0.506, -1.338, 1.224], [0.956, -1.672, 1.506], [1.822, -1.310, 0.301], [3.300, -1.576, 0.597], [3.778, -0.668, 1.621], [3.975, 0.948, 1.245], [4.741, 1.496, 2.324], [2.698, 1.521, 0.943], [4.968, 0.941, -0.248], [4.352, 1.006, -1.481], [5.128, 0.952, -2.628], [6.505, 0.833, -2.523], [7.113, 0.774, -1.279], [6.339, 0.824, -0.131], [1.351, -2.084, -0.929], [-0.110, -1.757, -1.226], [-2.073, 0.178, -0.370], [-4.122, 0.686, -1.548], [-4.680, -0.954, -1.135], [-4.752, -0.339, 1.261], [-4.205, 1.303, 0.877], [-6.943, -1.145, 0.330], [-9.264, -0.510, -0.190], [-9.839, 1.857, -0.587], [-8.079, 3.581, -0.461], [-5.762, 2.944, 0.056], [-0.912, -3.169, 0.177], [-0.589, -0.259, 1.075], [-1.125, -1.609, 2.081], [1.305, -1.113, 2.374], [1.055, -2.739, 1.721], [1.712, -0.239, 0.114], [3.423, -2.598, 0.966], [3.889, -1.474, -0.328], [4.596, -0.987, 2.115], [3.280, 1.114, -1.524], [4.661, 1.003, -3.600], [7.110, 0.792, -3.417], [8.187, 0.690, -1.203], [6.778, 0.794, 0.854], [1.969, -1.829, -1.794], [1.457, -3.157, -0.748], [-0.196, -0.694, -1.464], [-0.452, -2.324, -2.094]], "forces_ev_per_a": [[-0.33, -0.33, 0.02], [0.61, -0.12, 0.09], [0.00, 0.46, -0.05], [-0.16, -0.01, 0.13], [0.00, -0.12, -0.29], [0.07, 0.05, 0.12], [0.01, 0.03, 0.00], [-0.07, -0.06, -0.02], [-0.09, 0.05, -0.02], [-0.06, 0.09, -0.04], [0.01, -0.03, 0.00], [-0.17, 0.18, -0.06], [0.09, -0.36, 0.07], [-0.04, 0.45, -0.12], [0.13, -0.54, 0.02], [-0.47, 0.01, -0.60], [0.21, 0.90, 0.12], [0.17, -0.28, 0.27], [0.27, -0.16, -0.09], [0.07, -0.15, -0.28], [-0.43, 0.08, 0.50], [-0.14, 0.04, -0.08], [0.00, -0.02, 0.01], [-0.01, 0.01, -0.04], [-0.03, -0.03, 0.07], [0.18, 0.00, 0.08], [-0.02, 0.37, 0.05], [0.12, -0.34, 0.04], [0.04, -0.13, -0.01], [-0.06, -0.08, 0.02], [0.03, 0.16, -0.04], [0.06, 0.03, 0.03], [0.01, -0.02, 0.06], [0.03, -0.14, 0.03], [-0.06, -0.06, 0.00], [-0.08, 0.02, -0.01], [-0.02, 0.08, -0.01], [0.09, 0.07, 0.02], [-0.09, 0.08, -0.02], [-0.04, 0.09, 0.03], [-0.05, 0.09, 0.01], [-0.01, -0.08, 0.08], [0.04, -0.10, 0.04], [-0.10, -0.11, -0.09], [0.05, 0.07, 0.02], [-0.06, -0.14, 0.10], [0.17, 0.01, 0.15], [-0.14, 0.02, -0.08], [-0.05, 0.01, -0.07], [0.05, 0.00, -0.07], [0.08, 0.00, 0.02], [0.14, 0.00, 0.08], [0.06, -0.05, -0.04], [0.04, -0.12, -0.03], [-0.02, 0.06, -0.06], [-0.05, 0.07, -0.05]]}

=====

(3)
{"formula": "C22H28N4O3S2", "method": "wB97M-V/def2-TZVPD", "e_lumo_ev": -0.782, "gap_ha": 0.2617, "homo_energy_ev": -7.9, "smiles": "CCOCCCNc1nc2c(C)cccn2c(=O)c1/C=C1\\SC(=S)N(CC(C)C)C1=O", "e_above_lowest_ev": 0.258, "symbols": ["C", "C", "O", "C", "C", "C", "N", "C", "N", "C", "C", "C", "C", "C", "C", "N", "C", "O", "C", "C", "C", "S", "C", "S", "N", "C", "C", "C", "C", "C", "O", "H", "H", "H", "H", "H", "H", "H", "H", "H", "H", "H", "H", "H", "H", "H", "H", "H", "H", "H", "H", "H", "H", "H", "H", "H", "H", "H", "H"], "positions_angstrom": [[0.378, -4.287, -4.128], [0.480, -3.005, -3.320], [1.296, -2.089, -4.027], [1.418, -0.828, -3.426], [2.429, -0.802, -2.270], [2.662, 0.607, -1.729], [1.545, 1.062, -0.938], [1.667, 1.684, 0.242], [2.918, 1.937, 0.652], [3.129, 2.699, 1.696], [4.471, 2.924, 2.133], [5.561, 2.205, 1.412], [4.698, 3.783, 3.169], [3.623, 4.439, 3.804], [2.358, 4.196, 3.383], [2.110, 3.336, 2.359], [0.732, 3.074, 2.026], [-0.131, 3.647, 2.660], [0.537, 2.114, 0.979], [-0.816, 1.727, 0.770], [-1.354, 0.578, 0.288], [-0.534, -0.907, -0.181], [-2.063, -1.751, -0.405], [-2.155, -3.309, -0.888], [-3.100, -0.924, -0.143], [-4.483, -1.345, -0.220], [-5.097, -1.577, 1.167], [-6.570, -1.937, 1.000], [-4.355, -2.678, 1.920], [-2.798, 0.381, 0.233], [-3.647, 1.214, 0.459], [1.363, -4.727, -4.254], [-0.036, -4.075, -5.110], [-0.268, -4.991, -3.610], [0.903, -3.220, -2.329], [-0.520, -2.570, -3.174], [0.431, -0.481, -3.079], [1.762, -0.159, -4.222], [2.082, -1.442, -1.458], [3.373, -1.203, -2.642], [3.535, 0.629, -1.076], [2.831, 1.300, -2.563], [0.624, 0.954, -1.329], [5.541, 2.471, 0.357], [5.401, 1.131, 1.476], [6.532, 2.452, 1.831], [5.707, 3.967, 3.508], [3.801, 5.123, 4.617], [1.473, 4.640, 3.816], [-1.548, 2.432, 1.155], [-4.522, -2.261, -0.813], [-5.033, -0.548, -0.729], [-5.021, -0.642, 1.730], [-7.103, -1.146, 0.479], [-6.672, -2.859, 0.431], [-7.033, -2.081, 1.973], [-4.823, -2.851, 2.886], [-4.374, -3.607, 1.354], [-3.316, -2.405, 2.095]], "forces_ev_per_a": [[0.09, 0.42, 0.18], [-0.17, -0.13, 0.00], [0.11, -0.16, -0.18], [0.20, 0.10, 0.16], [-0.21, 0.08, -0.27], [0.34, -0.34, -0.20], [-0.30, -0.02, 0.03], [-0.23, 0.44, 0.30], [0.26, -0.24, -0.24], [-0.20, 0.14, -0.02], [0.21, 0.23, 0.36], [-0.07, 0.01, -0.01], [-0.19, -0.27, -0.33], [-0.34, 0.00, -0.05], [0.19, 0.47, 0.61], [0.41, -0.18, -0.19], [-0.36, -0.25, -0.24], [0.00, 0.05, 0.06], [0.49, 0.05, 0.16], [-0.73, -0.45, -0.13], [0.87, 0.36, 0.08], [-0.25, -0.29, 0.09], [0.35, -0.08, -0.09], [0.18, -0.13, 0.02], [-0.15, -0.12, -0.01], [-0.59, 0.10, 0.16], [0.03, -0.14, -0.09], [0.25, 0.19, 0.03], [-0.07, 0.21, -0.04], [-0.33, 0.59, 0.04], [0.00, -0.15, 0.01], [0.09, -0.11, -0.02], [-0.06, -0.02, -0.11], [-0.06, -0.12, 0.03], [-0.08, 0.05, -0.03], [0.14, -0.03, 0.05], [0.02, 0.02, -0.06], [-0.05, 0.05, 0.12], [0.09, -0.06, 0.03], [0.03, -0.02, -0.01], [-0.08, 0.03, -0.21], [0.10, 0.00, 0.08], [-0.02, 0.13, 0.05], [0.07, -0.04, -0.10], [0.06, -0.10, -0.05], [0.07, 0.02, 0.03], [0.13, -0.02, -0.01], [-0.07, 0.07, 0.08], [0.03, -0.05, -0.04], [-0.05, -0.01, -0.09], [0.01, 0.14, 0.04], [0.05, -0.10, 0.00], [-0.01, -0.04, -0.06], [-0.13, 0.06, -0.07], [-0.06, -0.14, -0.07], [-0.09, -0.04, 0.07], [-0.03, -0.02, 0.13], [0.02, -0.11, -0.03], [0.12, -0.05, 0.03]]}

=====

(4)
{"formula": "C22H28N6O3", "method": "wB97M-V/def2-TZVPD", "e_lumo_ev": 0.578, "gap_ha": 0.2984, "homo_energy_ev": -7.5, "smiles": "C=C(C)Cn1c(N2CCN(c3ccc(OC)cc3)CC2)nc2c1c(=O)n(C)c(=O)n2C", "e_above_lowest_ev": 2.172, "symbols": ["C", "C", "C", "C", "N", "C", "N", "C", "C", "N", "C", "C", "C", "C", "O", "C", "C", "C", "C", "C", "N", "C", "C", "C", "O", "N", "C", "C", "O", "N", "C", "H", "H", "H", "H", "H", "H", "H", "H", "H", "H", "H", "H", "H", "H", "H", "H", "H", "H", "H", "H", "H", "H", "H", "H", "H", "H", "H", "H"], "positions_angstrom": [[-1.613, -0.202, 2.999], [-0.644, -0.456, 2.135], [-0.801, -1.413, 0.996], [0.724, 0.161, 2.284], [1.314, 0.554, 1.024], [0.831, 1.309, 0.001], [-0.364, 1.952, -0.023], [-0.771, 2.474, -1.316], [-2.267, 2.844, -1.230], [-2.934, 2.164, -0.148], [-3.383, 0.853, -0.304], [-3.106, 0.077, -1.426], [-3.615, -1.204, -1.564], [-4.415, -1.754, -0.574], [-4.954, -3.012, -0.595], [-4.698, -3.825, -1.712], [-4.717, -0.978, 0.545], [-4.222, 0.299, 0.671], [-2.410, 2.577, 1.136], [-0.874, 2.751, 1.070], [1.619, 1.285, -1.073], [2.653, 0.491, -0.733], [2.507, 0.014, 0.557], [3.454, -0.855, 1.164], [3.399, -1.344, 2.282], [4.522, -1.125, 0.297], [5.577, -1.996, 0.788], [4.707, -0.653, -0.991], [5.688, -0.955, -1.638], [3.726, 0.172, -1.503], [3.848, 0.703, -2.842], [-1.480, 0.479, 3.824], [-2.570, -0.688, 2.927], [-0.748, -0.886, 0.044], [-1.760, -1.920, 1.048], [0.000, -2.152, 1.017], [0.699, 1.005, 2.982], [1.407, -0.587, 2.704], [-0.581, 1.696, -2.055], [-0.169, 3.350, -1.595], [-2.371, 3.917, -1.037], [-2.775, 2.626, -2.169], [-2.480, 0.456, -2.217], [-3.366, -1.763, -2.453], [-5.083, -3.377, -2.634], [-5.222, -4.761, -1.522], [-3.628, -4.029, -1.827], [-5.360, -1.398, 1.303], [-4.507, 0.886, 1.530], [-2.872, 3.526, 1.434], [-2.652, 1.818, 1.879], [-0.423, 2.444, 2.010], [-0.615, 3.806, 0.897], [5.665, -2.870, 0.143], [6.528, -1.463, 0.783], [5.311, -2.293, 1.800], [3.790, 1.790, -2.809], [4.808, 0.382, -3.240], [3.037, 0.325, -3.465]], "forces_ev_per_a": [[0.06, -0.02, 0.10], [0.07, 0.02, -0.13], [-0.05, 0.04, 0.05], [-0.29, -0.08, 0.61], [0.11, 0.26, -0.28], [0.32, -0.21, 0.03], [-0.15, -0.05, 0.03], [-0.10, -0.10, -0.23], [0.04, 0.00, 0.03], [-0.06, 0.27, -0.02], [-0.14, -0.24, -0.17], [0.04, 0.30, 0.17], [-0.22, -0.43, 0.00], [0.04, 0.05, -0.01], [-0.03, 0.25, 0.24], [0.04, -0.11, -0.16], [0.05, -0.18, -0.11], [0.03, -0.11, -0.06], [-0.02, 0.14, 0.17], [-0.12, 0.07, 0.16], [0.21, 0.15, -0.34], [-0.47, -0.39, 1.31], [0.34, 0.18, -0.78], [-0.27, 0.18, 0.00], [0.00, -0.03, 0.11], [0.15, -0.15, 0.11], [0.20, -0.19, 0.13], [-0.07, 0.10, -0.14], [0.26, -0.12, -0.10], [0.01, 0.03, -0.03], [0.08, 0.08, -0.28], [0.10, 0.21, 0.15], [-0.19, -0.16, -0.05], [0.01, -0.01, -0.10], [-0.09, -0.05, -0.04], [0.08, -0.11, -0.05], [0.01, -0.12, -0.06], [-0.11, 0.19, -0.08], [-0.04, 0.12, -0.02], [-0.02, -0.05, -0.02], [0.00, -0.04, -0.09], [0.05, 0.08, 0.00], [0.11, 0.08, -0.06], [0.01, -0.08, -0.06], [0.03, -0.01, 0.03], [0.06, 0.04, -0.06], [-0.03, 0.02, -0.01], [-0.09, -0.04, 0.10], [-0.03, 0.07, 0.08], [0.07, -0.06, 0.09], [0.02, 0.14, -0.07], [0.01, 0.05, 0.02], [0.04, -0.06, 0.06], [0.04, 0.04, 0.04], [-0.03, -0.06, -0.01], [0.05, 0.02, -0.13], [0.01, -0.02, -0.05], [-0.13, 0.06, 0.03], [0.03, 0.03, -0.03]]}

=====

| no. | strongest force on any atom (eV/Å) |
| --- | --- |
| 1 | 0.91 |
| 2 | 0.93 |
| 3 | 0.94 |
| 4 | 1.44 |